A molecular structure, C32H92F3LiO23 at a distorted geometry, computed with wB97M-V/def2-TZVPD.

HOMO-LUMO gap	6.704	eV
multiplicity	1
total charge	0

Atoms and positions in Å:
Li: -9.202207 5.225533 -16.354299
C: -6.990808 7.975623 -16.756591
O: -8.037119 8.821926 -17.314441
O: -7.568609 6.690667 -16.580215
C: -5.593937 8.179713 -17.567240
F: -5.714973 8.005147 -18.881728
F: -4.972540 9.335136 -17.327576
F: -4.733808 7.249531 -17.156213
C: -7.841604 10.198691 -17.582240
C: -9.205802 10.796916 -17.976945
H: -9.877638 10.794273 -17.118618
H: -9.051749 11.845968 -18.229648
H: -9.668204 10.288789 -18.823181
H: -7.196832 10.296041 -18.455680
H: -7.388768 10.748214 -16.756966
H: -6.742826 8.398562 -15.783081
C: -5.045802 12.213010 -20.975936
O: -4.338761 11.809327 -22.149141
C: -3.019255 11.458088 -21.843458
C: -2.182144 11.975780 -22.984502
O: -0.836117 11.573442 -22.710240
C: 0.173517 12.059896 -23.524273
H: -5.255299 11.494841 -20.183186
H: -6.048826 12.512200 -21.280129
H: -4.730104 13.188072 -20.604864
H: -3.152213 10.382799 -21.724394
H: -2.629194 11.914912 -20.933925
H: -2.152147 13.064013 -22.930187
H: -2.533551 11.655345 -23.965278
H: 0.007361 11.898362 -24.589360
H: 1.142281 11.602901 -23.322408
H: 0.213299 13.149136 -23.514875
C: -5.595645 11.015001 -14.452748
O: -4.567362 11.376664 -13.559900
C: -4.989453 11.406138 -12.206325
C: -3.916920 11.967044 -11.306823
O: -2.799745 11.098661 -11.410690
C: -2.834123 9.895365 -10.630803
H: -6.477924 11.626728 -14.264397
H: -5.825435 9.949500 -14.450962
H: -5.422455 11.239019 -15.505326
H: -5.352843 10.420442 -11.915723
H: -5.825883 12.104477 -12.177732
H: -4.309457 11.948661 -10.290130
H: -3.621187 12.985781 -11.557475
H: -1.871187 9.409123 -10.787096
H: -3.563273 9.178406 -11.008179
H: -2.972698 10.068659 -9.563632
C: -10.650274 16.080506 -21.500308
O: -11.247271 14.866963 -21.097088
C: -10.410951 13.712934 -21.140989
C: -11.257391 12.380485 -20.950471
O: -12.052237 12.193107 -22.161392
C: -13.095540 11.233265 -22.058320
H: -11.237668 16.960787 -21.239229
H: -10.260677 16.153542 -22.515684
H: -9.774448 16.267773 -20.879061
H: -9.675707 13.795539 -20.340548
H: -9.792773 13.590793 -22.030387
H: -11.828264 12.347857 -20.022489
H: -10.631824 11.487917 -20.941198
H: -13.599124 11.011893 -22.999326
H: -13.768140 11.552656 -21.262265
H: -12.724172 10.273917 -21.698000
C: -8.047370 13.997229 -16.215623
O: -8.351526 14.114310 -14.770782
C: -7.432041 14.788263 -13.854459
C: -6.791055 16.096199 -14.388321
O: -7.773022 17.177534 -14.415821
C: -7.136714 18.433809 -14.682734
H: -7.863002 14.977045 -16.656158
H: -8.916188 13.609330 -16.747396
H: -7.196686 13.337358 -16.385979
H: -6.666042 14.086341 -13.524831
H: -7.992297 14.941895 -12.932171
H: -6.297440 15.790510 -15.310817
H: -5.968764 16.306992 -13.704575
H: -6.372243 18.684357 -13.947257
H: -7.934647 19.170772 -14.591659
H: -6.822467 18.307554 -15.718792
C: -6.584522 4.802540 -10.081646
O: -5.803939 5.789203 -10.862562
C: -6.658293 6.548055 -11.764223
C: -5.765519 7.441551 -12.612723
O: -4.935889 6.632174 -13.360384
C: -3.710166 7.245217 -13.638349
H: -7.302696 5.351226 -9.472319
H: -5.974914 4.189331 -9.417978
H: -7.210633 4.111643 -10.646220
H: -7.409729 7.086911 -11.187093
H: -7.231770 5.837251 -12.359197
H: -5.269043 8.176768 -11.979414
H: -6.286439 8.108185 -13.299996
H: -3.875726 8.181903 -14.170623
H: -3.143448 6.652646 -14.356548
H: -3.061174 7.480251 -12.794751
C: -1.613325 8.415350 -16.639164
O: -0.734556 7.785475 -17.592488
C: -1.566714 7.287807 -18.615035
C: -2.279152 8.370217 -19.544782
O: -1.260603 9.180289 -20.207056
C: -0.329611 10.010769 -19.510540
H: -1.951510 9.357199 -17.071187
H: -0.964407 8.589492 -15.780869
H: -2.514545 7.862439 -16.374239
H: -2.348648 6.619049 -18.255253
H: -0.936806 6.592490 -19.169869
H: -2.866813 9.103588 -18.992573
H: -2.950441 7.940360 -20.288221
H: -0.981682 10.610404 -18.875449
H: 0.302230 10.621644 -20.155297
H: 0.360633 9.612607 -18.766827
O: -9.640554 7.265342 -19.186903
H: -9.074959 7.626576 -18.504382
H: -10.494719 7.170489 -18.765442
O: -7.286134 4.932737 -18.896015
H: -7.013398 5.523930 -18.194351
H: -6.819199 4.116506 -18.717184
O: -12.390989 10.197812 -15.590657
H: -12.730307 9.500629 -15.029374
H: -11.618533 9.815847 -16.007375
O: -10.322911 8.457477 -16.056990
H: -9.475235 8.452557 -16.501584
H: -10.691767 7.592126 -16.234009
O: -5.497815 4.882567 -15.299287
H: -5.098116 5.333703 -14.555681
H: -6.064842 5.540059 -15.702313
C: -9.536932 11.114624 -13.791680
O: -9.055372 9.755987 -13.810677
H: -9.111110 11.679701 -14.620809
H: -10.624958 11.152570 -13.738168
H: -9.108521 11.574272 -12.901013
H: -9.299918 9.362600 -14.651533
C: -7.741396 9.702649 -21.441741
O: -8.491471 9.171428 -22.541049
H: -6.687035 9.456120 -21.566801
H: -7.704882 10.791270 -21.482676
H: -8.080095 9.340974 -20.470885
H: -9.031847 9.806813 -23.016322
C: -2.132816 4.290455 -16.118268
O: -3.198571 4.386636 -16.940976
H: -1.668186 3.304455 -16.123243
H: -1.395761 4.965291 -16.553514
H: -2.370607 4.596562 -15.099518
H: -4.044680 4.549446 -16.517661
C: -2.891238 12.123933 -16.677139
O: -1.765756 12.999162 -16.876434
H: -2.759498 11.666721 -15.696481
H: -3.897603 12.513523 -16.830605
H: -2.722519 11.308965 -17.381028
H: -0.941247 12.510345 -16.823214

Force components x, y, z for each atom (eV/Å):
Li 1.53 0.96 -0.54
C -1.02 -0.80 0.63
O 0.42 -0.89 0.11
O 1.30 1.67 -0.93
C -1.22 -1.83 0.21
F -0.32 0.47 -0.35
F -0.57 0.76 0.03
F 0.20 -0.71 0.49
C -0.54 0.45 -1.15
C 0.55 0.15 0.68
H -0.12 -0.08 -0.07
H 0.01 0.00 -0.18
H 0.14 -0.11 0.08
H 0.33 0.03 0.01
H -0.04 -0.16 0.31
H 0.13 0.16 0.36
C -1.40 1.12 -1.19
O -1.66 1.35 1.41
C -0.24 -0.68 -0.36
C 1.74 -0.07 0.35
O -0.27 -1.07 0.42
C -0.22 0.72 -1.28
H 0.87 -0.47 0.03
H -0.27 -0.36 -0.53
H 0.94 -0.22 0.45
H 1.48 -0.25 -0.01
H -0.18 -0.05 0.24
H -0.58 0.31 -0.21
H 0.01 -0.15 -0.08
H -0.35 -0.60 -0.33
H -0.22 0.08 0.55
H 0.36 0.38 0.60
C -0.53 0.40 -0.10
O 0.63 -0.12 -0.60
C -0.78 1.06 -0.94
C 0.05 -1.78 -0.16
O 0.80 -0.06 0.71
C 0.27 0.42 -0.83
H -0.52 -0.27 0.43
H -0.20 -0.11 0.46
H 1.10 0.19 0.10
H 0.11 -0.11 0.32
H -0.55 0.00 0.30
H -0.08 0.19 0.27
H 0.10 -0.18 -0.23
H 0.09 0.19 0.10
H -0.38 0.10 0.11
H -0.15 0.17 0.06
C 1.27 0.23 1.05
O -0.34 -0.44 -0.76
C -0.78 -0.98 0.68
C 0.10 0.60 -1.83
O 0.02 0.42 0.29
C 0.62 -0.09 1.28
H -0.77 -0.48 -0.36
H -0.53 -0.40 -0.36
H 0.54 -0.19 0.22
H 0.07 -0.16 0.47
H -0.40 0.32 -0.57
H -0.43 0.44 -0.09
H 0.71 0.17 0.35
H 0.16 0.69 -0.04
H -0.58 0.13 -0.25
H 0.40 -0.31 -0.04
C 0.07 0.72 1.71
O 0.24 0.20 -0.90
C -0.54 0.09 -1.09
C -1.29 -0.85 1.21
O 1.53 -1.40 0.32
C -1.21 -0.95 -0.28
H 0.21 0.08 0.08
H -0.16 -0.17 0.58
H 0.17 -0.04 0.02
H 0.57 -0.08 -0.48
H -0.41 0.36 -0.28
H -0.26 0.79 -0.68
H 0.01 0.43 0.24
H 0.35 -0.17 -0.23
H 0.12 0.09 -0.24
H 0.67 0.93 0.03
C -0.01 1.39 -0.34
O -1.28 -1.08 0.31
C 0.37 -0.78 0.73
C -1.34 0.43 0.61
O 1.39 -0.53 0.30
C 0.71 0.64 -1.22
H 0.03 0.17 0.29
H 0.49 0.45 -0.29
H 0.31 0.05 -0.78
H 0.10 0.48 0.08
H 0.12 -0.09 -0.46
H 0.68 -0.43 0.37
H -0.87 -0.14 -0.05
H -0.12 0.43 0.00
H -0.11 -0.38 0.21
H -0.29 -0.30 0.44
C 1.41 0.53 -0.13
O -2.00 0.04 0.54
C -0.73 -0.31 -1.64
C 2.95 0.87 1.29
O 0.56 -1.10 -1.33
C -1.35 0.13 1.37
H 0.01 0.20 0.31
H -0.39 0.19 0.22
H 0.26 -0.50 -0.07
H -0.28 0.06 0.62
H 0.09 0.46 -0.65
H -0.33 -0.24 0.54
H 0.49 -0.18 -0.17
H 0.14 1.02 0.06
H -0.75 -0.12 -0.60
H -0.04 -1.17 -0.31
O -0.33 -0.40 -0.22
H 0.57 0.28 0.27
H -0.35 0.15 -0.12
O -0.53 -0.49 -0.13
H 0.04 0.63 0.51
H 0.31 -0.24 -0.10
O -0.52 0.54 -0.01
H -0.05 -0.10 0.16
H 0.29 -0.28 -0.06
O -0.94 -0.39 0.47
H 1.19 0.16 -0.69
H -0.31 -0.01 0.08
O 0.12 -1.06 -0.57
H -0.09 0.27 0.54
H -0.49 0.59 -0.32
C 0.74 -0.50 0.29
O 0.12 0.41 0.19
H -0.38 0.09 -0.21
H 0.04 0.12 -0.24
H -0.15 -0.05 0.12
H -0.29 -0.10 0.07
C 0.20 0.58 -0.99
O 0.27 -0.54 0.43
H 0.00 -0.51 -0.03
H -0.44 0.19 0.27
H -0.27 -0.07 -0.13
H 0.20 0.33 0.43
C 1.48 0.52 0.66
O -1.94 -0.23 -2.23
H -0.16 -0.32 0.20
H 0.55 0.19 0.49
H 0.22 -0.07 0.25
H -0.17 -0.08 0.67
C 2.05 -1.42 -0.03
O -1.06 1.16 -0.13
H -0.68 0.11 0.28
H 0.52 0.75 0.03
H -0.63 -0.23 -0.25
H -0.25 -0.30 0.05